# 1
{
  "formula": "C2H4N3OP",
  "method": "the ωB97M-V functional and the def2-TZVPD basis",
  "charge": 0,
  "lumo_energy_ha": [-0.0171, -0.0171],
  "e_homo_ev": [-9.2, -9.2],
  "e_tot_ha": -659.30739,
  "orbital_gap_ev": [8.702, 8.703],
  "max_force_ev_per_a": 6.47,
  "relative_energy_ev": 3.849,
  "species": ["C", "C", "N", "N", "N", "O", "P", "H", "H", "H", "H"],
  "coordinates": [[-1.42, 1.11, -0.13], [-0.35, 0.31, -0.08], [-2.48, 0.29, -0.02], [-0.66, -0.98, 0.05], [-1.94, -0.94, 0.07], [1.56, 0.77, 0.13], [2.38, -0.55, -0.15], [-1.43, 2.15, -0.23], [-2.37, -1.82, -0.11], [3.10, -0.58, 1.10], [3.63, 0.23, -0.62]],
  "lowdin_charge": [-0.100, -0.126, 0.085, 0.060, -0.071, -0.557, 0.639, 0.097, 0.161, -0.120, -0.068]
}

---

# 2
{
  "formula": "C26H24As3PdS4",
  "method": "the ωB97M-V functional and the def2-TZVPD basis",
  "charge": 1,
  "lumo_energy_ha": [-0.1994, -0.2039],
  "e_homo_ev": [-10.8, -10.9],
  "e_tot_ha": -9432.86930,
  "orbital_gap_ev": [5.330, 5.394],
  "max_force_ev_per_a": 1.67,
  "species": ["Pd", "C", "C", "As", "C", "C", "C", "C", "C", "C", "C", "C", "C", "C", "C", "C", "As", "C", "C", "C", "C", "C", "C", "C", "C", "C", "C", "C", "C", "H", "H", "H", "H", "H", "H", "H", "H", "H", "H", "H", "H", "H", "H", "H", "H", "H", "H", "H", "H", "H", "H", "H", "H", "S", "As", "S", "S", "S"],
  "coordinates": [[-0.77, -0.74, -1.82], [0.57, 1.47, 0.35], [0.94, 0.20, 1.11], [0.94, -1.31, -0.17], [2.68, -1.04, -0.98], [3.86, -1.12, -0.25], [5.06, -0.80, -0.86], [5.09, -0.39, -2.18], [3.92, -0.31, -2.91], [2.72, -0.65, -2.32], [1.05, -2.91, 0.91], [0.20, -3.08, 2.00], [0.24, -4.27, 2.71], [1.13, -5.27, 2.34], [1.96, -5.10, 1.25], [1.92, -3.93, 0.52], [-1.20, 1.21, -0.51], [-1.62, 3.01, -1.09], [-2.88, 3.54, -0.85], [-3.16, 4.86, -1.19], [-2.18, 5.63, -1.80], [-0.94, 5.09, -2.09], [-0.66, 3.78, -1.74], [-2.21, 0.89, 1.12], [-2.39, 1.87, 2.09], [-3.02, 1.55, 3.28], [-3.46, 0.26, 3.51], [-3.28, -0.72, 2.55], [-2.65, -0.41, 1.36], [1.33, 1.66, -0.43], [0.52, 2.35, 1.01], [0.22, 0.02, 1.93], [1.94, 0.28, 1.55], [3.83, -1.43, 0.79], [5.98, -0.86, -0.29], [6.03, -0.13, -2.64], [3.94, 0.02, -3.94], [1.79, -0.62, -2.89], [-0.48, -2.29, 2.29], [-0.41, -4.40, 3.56], [1.14, -6.20, 2.89], [2.65, -5.89, 0.96], [2.55, -3.78, -0.35], [-3.64, 2.91, -0.38], [-4.13, 5.27, -0.98], [-2.39, 6.66, -2.04], [-0.19, 5.70, -2.58], [0.32, 3.36, -1.98], [-2.05, 2.88, 1.88], [-3.16, 2.31, 4.03], [-3.96, 0.01, 4.44], [-3.62, -1.73, 2.73], [-2.50, -1.18, 0.60], [-2.01, 0.96, -4.07], [-2.58, -2.26, -2.71], [-0.11, 0.95, -3.77], [-0.49, -2.68, -3.10], [-2.42, -3.25, -0.82]],
  "lowdin_charge": [-0.088, -0.401, -0.382, 1.253, -0.380, -0.101, -0.064, -0.061, -0.061, -0.145, -0.372, -0.115, -0.065, -0.058, -0.059, -0.098, 1.195, -0.398, -0.112, -0.065, -0.062, -0.065, -0.140, -0.385, -0.099, -0.061, -0.061, -0.070, -0.157, 0.070, 0.091, 0.066, 0.087, 0.113, 0.112, 0.112, 0.113, -0.003, 0.090, 0.112, 0.112, 0.114, 0.108, 0.108, 0.112, 0.111, 0.112, 0.079, 0.110, 0.112, 0.112, 0.112, -0.026, 0.089, 0.278, 0.064, -0.049, 0.057]
}

---

# 3
{
  "formula": "C53H48N6PPdSi",
  "method": "the ωB97M-V functional and the def2-TZVPD basis",
  "charge": 1,
  "lumo_energy_ha": -0.0971,
  "e_homo_ev": -10.2,
  "e_tot_ha": -3135.58258,
  "orbital_gap_ev": 7.608,
  "max_force_ev_per_a": 2.15,
  "relative_energy_ev": 0.000,
  "species": ["Pd", "C", "N", "C", "N", "C", "C", "C", "C", "C", "C", "C", "C", "C", "C", "C", "C", "C", "C", "P", "C", "N", "C", "C", "N", "C", "C", "C", "C", "C", "C", "C", "C", "C", "C", "C", "C", "C", "C", "N", "C", "C", "N", "C", "C", "C", "C", "C", "C", "C", "C", "C", "C", "C", "C", "C", "H", "H", "H", "H", "H", "H", "H", "H", "H", "H", "H", "H", "H", "H", "H", "H", "H", "H", "H", "H", "H", "H", "H", "H", "H", "H", "H", "H", "H", "H", "H", "H", "H", "H", "H", "H", "H", "H", "H", "C", "Si", "C", "C", "C", "C", "H", "H", "H", "H", "H", "H", "H", "H", "H"],
  "coordinates": [[0.61, 0.05, 0.51], [3.07, -0.17, -4.52], [2.88, -0.12, -3.07], [1.70, -0.09, -2.42], [1.91, -0.08, -1.13], [3.25, -0.13, -0.90], [3.89, -0.15, -2.12], [5.32, -0.22, -2.44], [6.09, -1.27, -1.93], [7.45, -1.33, -2.20], [8.05, -0.36, -2.98], [7.29, 0.69, -3.49], [5.93, 0.76, -3.22], [3.65, -0.12, 0.51], [4.77, 0.56, 0.98], [5.02, 0.59, 2.35], [4.17, -0.04, 3.25], [3.06, -0.72, 2.79], [2.81, -0.78, 1.42], [0.00, 0.00, -3.03], [-0.57, 1.34, -1.93], [-0.43, 1.50, -0.60], [-1.09, 2.66, -0.27], [-1.67, 3.18, -1.39], [-1.32, 2.35, -2.43], [-1.68, 2.57, -3.82], [-2.45, 4.42, -1.57], [-3.75, 4.38, -2.07], [-4.48, 5.55, -2.21], [-3.92, 6.76, -1.83], [-2.63, 6.81, -1.32], [-1.90, 5.64, -1.19], [-1.12, 3.26, 1.07], [0.06, 3.46, 1.77], [0.04, 4.09, 3.01], [-1.16, 4.52, 3.55], [-2.35, 4.33, 2.85], [-2.33, 3.71, 1.61], [-0.69, -1.42, -2.16], [-0.61, -1.63, -0.86], [-1.29, -2.79, -0.61], [-1.75, -3.31, -1.80], [-1.37, -2.42, -2.77], [-1.69, -2.52, -4.19], [-2.55, -4.52, -2.07], [-2.06, -5.52, -2.90], [-2.81, -6.67, -3.12], [-4.05, -6.82, -2.51], [-4.54, -5.82, -1.68], [-3.79, -4.67, -1.46], [-1.47, -3.35, 0.73], [-1.31, -4.72, 0.96], [-1.51, -5.24, 2.23], [-1.88, -4.41, 3.28], [-2.05, -3.05, 3.04], [-1.85, -2.52, 1.78], [2.25, -0.72, -4.96], [4.00, -0.69, -4.73], [3.11, 0.83, -4.94], [5.62, -2.03, -1.32], [8.04, -2.15, -1.80], [9.11, -0.41, -3.19], [7.76, 1.46, -4.09], [5.35, 1.59, -3.59], [5.42, 1.08, 0.29], [5.89, 1.13, 2.71], [4.38, 0.01, 4.31], [2.38, -1.21, 3.48], [1.99, -1.41, 1.06], [-1.86, 3.63, -3.97], [-2.57, 2.01, -4.08], [-0.86, 2.26, -4.46], [-4.19, 3.43, -2.35], [-5.49, 5.52, -2.60], [-4.49, 7.68, -1.93], [-2.20, 7.75, -1.02], [-0.90, 5.67, -0.78], [1.00, 3.14, 1.34], [0.97, 4.24, 3.54], [-1.18, 5.02, 4.51], [-3.29, 4.67, 3.27], [-3.25, 3.56, 1.07], [-2.57, -3.15, -4.30], [-0.86, -2.97, -4.74], [-1.90, -1.53, -4.59], [-1.09, -5.42, -3.36], [-2.42, -7.45, -3.77], [-4.63, -7.71, -2.68], [-5.50, -5.94, -1.20], [-4.17, -3.90, -0.80], [-1.01, -5.37, 0.15], [-1.38, -6.30, 2.40], [-2.04, -4.81, 4.26], [-2.35, -2.39, 3.85], [-2.03, -1.47, 1.60], [-2.87, 0.31, 5.13], [-1.01, 0.41, 5.13], [-0.23, -1.04, 6.01], [-0.42, 1.99, 5.92], [-0.47, 0.36, 3.36], [-0.11, 0.35, 2.20], [-3.27, 0.42, 6.14], [-3.21, -0.65, 4.73], [-3.29, 1.10, 4.50], [-0.58, -1.10, 7.05], [0.86, -0.94, 6.03], [-0.46, -1.99, 5.53], [-0.67, 2.01, 6.98], [-0.88, 2.86, 5.45], [0.67, 2.09, 5.82]],
  "lowdin_charge": [0.899, 0.001, -0.035, -0.425, -0.009, -0.156, -0.092, -0.188, -0.021, -0.063, -0.070, -0.066, -0.038, -0.158, -0.014, -0.053, -0.059, -0.056, -0.099, 1.173, -0.401, 0.047, -0.157, -0.112, -0.054, -0.015, -0.192, -0.040, -0.068, -0.071, -0.061, -0.018, -0.191, -0.053, -0.076, -0.096, -0.062, -0.023, -0.450, 0.102, -0.168, -0.117, -0.055, -0.012, -0.194, -0.042, -0.070, -0.073, -0.063, -0.019, -0.172, -0.029, -0.072, -0.074, -0.071, -0.035, 0.082, 0.100, 0.099, 0.124, 0.110, 0.109, 0.109, 0.118, 0.121, 0.112, 0.110, 0.111, 0.100, 0.098, 0.099, 0.068, 0.119, 0.108, 0.108, 0.110, 0.125, 0.111, 0.111, 0.108, 0.108, 0.121, 0.097, 0.097, 0.072, 0.118, 0.107, 0.107, 0.109, 0.125, 0.117, 0.106, 0.106, 0.076, 0.097, -0.174, 0.408, -0.179, -0.174, -0.180, -0.276, 0.036, 0.013, 0.030, 0.036, 0.027, 0.014, 0.037, -0.001, 0.036]
}

---

# 4
{
  "formula": "C5H14Br3CuNO",
  "method": "the ωB97M-V functional and the def2-TZVPD basis",
  "charge": -1,
  "lumo_energy_ha": 0.0564,
  "e_homo_ev": -4.0,
  "e_tot_ha": -9691.49414,
  "orbital_gap_ev": 5.527,
  "max_force_ev_per_a": 2.04,
  "relative_energy_ev": 1.741,
  "species": ["Cu", "C", "N", "C", "C", "C", "C", "O", "H", "H", "H", "H", "H", "H", "H", "H", "H", "H", "H", "H", "H", "H", "Br", "Br", "Br"],
  "coordinates": [[31.17, -19.74, 7.20], [30.97, -15.61, 6.00], [32.45, -15.50, 6.34], [32.59, -15.58, 7.83], [33.17, -16.71, 5.83], [33.10, -14.18, 5.98], [32.58, -13.60, 4.69], [32.79, -14.46, 3.59], [30.49, -14.76, 6.49], [30.68, -16.50, 6.56], [30.80, -15.50, 4.94], [32.33, -16.59, 8.15], [32.02, -14.82, 8.35], [33.64, -15.42, 8.06], [33.00, -16.80, 4.75], [32.69, -17.57, 6.27], [34.23, -16.66, 6.04], [34.18, -14.30, 6.06], [32.89, -13.52, 6.82], [33.08, -12.65, 4.45], [31.51, -13.38, 4.75], [33.74, -14.55, 3.46], [34.02, -20.11, 7.07], [29.84, -22.29, 7.14], [30.13, -18.45, 4.88]],
  "lowdin_charge": [-0.207, -0.081, -0.340, -0.014, -0.054, -0.113, -0.237, -0.050, 0.103, 0.013, 0.072, 0.106, 0.106, 0.110, 0.097, -0.020, 0.102, 0.137, 0.126, 0.126, 0.119, 0.098, -0.439, -0.532, -0.229]
}

---

# 5
{
  "formula": "C23H44N6O8P",
  "method": "the ωB97M-V functional and the def2-TZVPD basis",
  "charge": -1,
  "lumo_energy_ha": 0.0535,
  "e_homo_ev": -2.8,
  "e_tot_ha": -2174.57253,
  "orbital_gap_ev": 4.243,
  "max_force_ev_per_a": 2.06,
  "species": ["C", "P", "O", "N", "O", "C", "O", "C", "C", "C", "C", "C", "C", "H", "H", "H", "H", "H", "H", "H", "H", "H", "C", "O", "N", "C", "C", "H", "H", "H", "H", "H", "H", "H", "C", "O", "N", "C", "C", "H", "H", "H", "H", "H", "H", "H", "C", "O", "N", "C", "C", "H", "H", "H", "H", "H", "H", "H", "C", "O", "N", "C", "C", "H", "H", "H", "H", "H", "H", "H", "C", "O", "N", "C", "C", "H", "H", "H", "H", "H", "H", "H"],
  "coordinates": [[-2.19, 1.47, 1.31], [-3.43, 2.63, 0.52], [-2.73, 3.22, -0.92], [-3.68, 3.89, 1.60], [-5.10, 4.25, 1.42], [-5.87, 3.50, 2.24], [-5.72, 3.50, 3.44], [-7.02, 2.71, 1.62], [-6.78, 1.56, 0.91], [-7.79, 0.85, 0.31], [-9.10, 1.29, 0.44], [-9.35, 2.42, 1.18], [-8.32, 3.13, 1.76], [-1.33, 1.38, 0.63], [-2.64, 0.48, 1.39], [-1.91, 1.78, 2.33], [-3.16, 2.67, -1.59], [-5.77, 1.19, 0.79], [-7.54, -0.04, -0.27], [-9.89, 0.72, -0.05], [-10.39, 2.72, 1.28], [-8.58, 4.02, 2.34], [-1.02, 3.90, 4.87], [0.03, 3.44, 5.30], [-1.67, 4.95, 5.40], [-2.91, 5.45, 4.83], [-1.11, 5.60, 6.56], [-1.53, 3.48, 3.98], [-2.78, 6.49, 4.53], [-3.70, 5.39, 5.59], [-3.21, 4.87, 3.96], [-0.11, 5.97, 6.33], [-1.03, 4.88, 7.38], [-1.75, 6.43, 6.87], [1.09, 1.22, -0.05], [0.21, 0.53, -0.53], [2.38, 0.84, 0.10], [3.37, 1.71, 0.69], [2.78, -0.48, -0.34], [0.89, 2.24, 0.32], [4.17, 1.89, -0.03], [3.79, 1.24, 1.58], [2.92, 2.66, 0.97], [2.57, -0.58, -1.41], [2.20, -1.24, 0.19], [3.83, -0.64, -0.16], [-4.86, 0.01, -2.56], [-3.68, 0.14, -2.31], [-5.35, -0.49, -3.73], [-6.77, -0.61, -3.96], [-4.42, -0.90, -4.76], [-5.64, 0.30, -1.84], [-7.03, -1.66, -4.14], [-7.06, -0.02, -4.83], [-7.33, -0.26, -3.09], [-3.77, -1.68, -4.37], [-3.80, -0.05, -5.06], [-4.97, -1.27, -5.62], [6.18, -1.80, -1.33], [5.92, -0.70, -0.89], [6.77, -2.04, -2.51], [7.06, -3.38, -2.97], [7.12, -0.91, -3.36], [5.96, -2.72, -0.76], [8.14, -3.49, -3.14], [6.53, -3.57, -3.91], [6.74, -4.12, -2.24], [7.81, -0.25, -2.83], [6.22, -0.34, -3.60], [7.58, -1.26, -4.28], [7.39, -7.61, -1.99], [6.55, -6.79, -2.30], [8.36, -7.41, -1.07], [9.33, -8.44, -0.74], [8.43, -6.13, -0.38], [7.43, -8.61, -2.44], [9.25, -8.69, 0.32], [10.33, -8.07, -0.95], [9.15, -9.34, -1.33], [7.49, -5.95, 0.15], [8.57, -5.33, -1.11], [9.25, -6.13, 0.32]],
  "lowdin_charge": [-0.258, 0.743, -0.358, -0.282, -0.214, -0.497, 0.084, -0.129, -0.059, -0.104, -0.119, -0.114, -0.041, -0.017, 0.017, 0.005, -0.027, 0.061, 0.088, 0.094, 0.097, 0.119, -0.342, -0.023, -0.200, -0.052, -0.062, 0.122, 0.085, 0.086, 0.051, 0.085, 0.085, 0.078, -0.347, 0.007, -0.195, -0.058, -0.049, 0.139, 0.084, 0.088, 0.083, 0.092, 0.092, 0.047, -0.340, 0.025, -0.205, -0.066, -0.051, 0.119, 0.084, 0.086, 0.076, 0.090, 0.091, 0.079, -0.343, -0.001, -0.196, -0.060, -0.042, 0.139, 0.087, 0.094, 0.060, 0.091, 0.094, 0.083, -0.351, 0.013, -0.200, -0.061, -0.037, 0.132, 0.089, 0.089, 0.082, 0.097, 0.078, 0.087]
}